[1]
Computed, not measured: 3 unconnected molecules or ions with the total composition C21H38FN2O11S4 in a non-equilibrium geometry, with wB97M-V/def2-TZVPD.

Last column: Löwdin charge in e.
Cartesian coordinates (Å):
C (1.8938, 3.7608, 1.8473)  -0.107
C (2.2990, 2.6877, 0.8429)  -0.264
C (1.7405, 2.9420, -0.5580)  -0.189
C (0.2079, 2.8511, -0.6373)  -0.216
N (-0.2765, 1.8614, -1.6183)  -0.222
C (-1.7495, 2.0039, -1.7888)  -0.215
C (-2.4107, 0.8302, -2.4883)  -0.218
C (-3.9327, 0.9605, -2.5380)  -0.201
C (-4.5817, 0.9075, -1.1372)  -0.194
C (-5.5386, -0.2770, -0.9584)  -0.215
C (-4.8614, -1.5773, -1.2411)  -0.229
O (-3.7086, -1.7870, -0.3725)  -0.194
C (-3.0566, -3.0120, -0.5796)  -0.136
C (-6.0813, -0.2389, 0.3596)  -0.480
O (-5.8635, 0.5144, 1.2853)  0.042
N (-7.1396, -1.2808, 0.5832)  0.140
C (-6.9705, -2.1265, 1.6510)  -0.532
O (-7.1880, -1.9676, 2.7988)  0.146
F (-6.5059, -3.3729, 1.2351)  0.027
C (0.0488, 0.5539, -1.1446)  -1.072
S (-0.6446, -0.1484, 0.1493)  0.792
S (1.2341, -0.1861, -2.2033)  0.966
C (1.8574, -1.5273, -1.1931)  -0.534
C (3.2606, -1.2782, -0.6302)  -0.303
C (3.5279, -2.2468, 0.5253)  -0.111
H (2.2544, 3.5137, 2.8467)  0.062
H (0.8077, 3.8601, 1.9040)  0.068
H (2.3070, 4.7333, 1.5648)  0.073
H (3.3871, 2.6384, 0.7674)  0.068
H (1.9519, 1.7066, 1.1849)  0.103
H (2.0507, 3.9399, -0.8830)  0.108
H (2.1568, 2.2232, -1.2633)  0.072
H (-0.2225, 2.6150, 0.3467)  0.094
H (-0.2171, 3.8107, -0.9389)  0.121
H (-1.8884, 2.8839, -2.4268)  0.124
H (-2.2168, 2.2253, -0.8231)  0.110
H (-2.0028, 0.7538, -3.5033)  0.115
H (-2.2066, -0.1138, -1.9809)  0.069
H (-4.1967, 1.8991, -3.0420)  0.101
H (-4.3386, 0.1642, -3.1632)  0.090
H (-5.1088, 1.8441, -0.9443)  0.105
H (-3.7923, 0.8478, -0.3749)  0.094
H (-4.4938, -1.6116, -2.2754)  0.101
H (-5.5379, -2.4282, -1.0903)  0.095
H (-2.9573, -3.5353, 0.3802)  0.062
H (-2.0532, -2.8542, -0.9994)  0.072
H (-3.6096, -3.6544, -1.2746)  0.094
H (-7.2428, -1.8108, -0.2726)  0.101
H (1.1692, -1.7087, -0.3697)  0.004
H (1.8709, -2.4263, -1.8092)  0.060
H (3.3460, -0.2544, -0.2589)  0.092
H (4.0131, -1.4609, -1.4007)  0.102
H (2.8267, -2.0599, 1.3418)  0.075
H (3.3996, -3.2826, 0.2023)  0.071
H (4.5374, -2.1250, 0.9212)  0.066
C (7.2215, 5.6104, 2.3366)  -0.160
C (8.2151, 4.4714, 2.2103)  -0.165
O (7.4210, 3.3021, 2.4381)  -0.189
S (5.9430, 3.5192, 1.8573)  0.592
O (5.8555, 2.9581, 0.5588)  -0.213
O (5.0265, 3.1807, 2.8820)  -0.207
O (6.0384, 5.1074, 1.7047)  -0.188
H (6.9959, 5.8371, 3.3799)  0.134
H (7.5384, 6.5129, 1.8215)  0.134
H (9.0065, 4.5101, 2.9532)  0.133
H (8.6465, 4.4200, 1.2089)  0.133
C (-0.8215, -4.7602, 1.1750)  -0.152
C (-1.5589, -5.9412, 0.5733)  -0.156
O (-1.2443, -5.8620, -0.8250)  -0.188
S (0.2299, -5.2876, -1.0246)  0.578
O (1.1474, -6.3521, -1.2322)  -0.226
O (0.1472, -4.1992, -1.9259)  -0.220
O (0.4265, -4.7371, 0.4580)  -0.194
H (-1.3446, -3.8183, 1.0012)  0.096
H (-0.6156, -4.8815, 2.2345)  0.137
H (-2.6364, -5.8782, 0.6945)  0.134
H (-1.1918, -6.8917, 0.9653)  0.130

Computed properties:
HOMO energy, eV: -3.3
Gap between HOMO and LUMO, eV: 4.79
Net charge: -1



[2]
Computed, not measured: 2 unconnected molecules or ions with the total composition C2H7BrN2 in a non-equilibrium geometry, with wB97M-V/def2-TZVPD.

Last column: Löwdin charge in e.
Cartesian coordinates (Å):
C (0.2860, 0.4923, 1.6903)  -0.079
C (-0.4909, -0.8188, -1.5140)  -0.108
N (0.4646, -0.3040, 0.5491)  -0.121
N (-0.3967, -0.0551, -0.3091)  -0.206
Br (-0.1697, 2.4279, -1.0989)  -0.119
H (0.0934, 1.4592, 1.2775)  -0.012
H (-0.6591, 0.1299, 2.0048)  0.085
H (1.1266, 0.3180, 2.4321)  0.124
H (-0.8596, -0.0416, -2.2171)  0.058
H (0.4188, -1.3034, -1.8085)  0.074
H (-1.1991, -1.5523, -1.1819)  0.091
H (1.3858, -0.7520, 0.1755)  0.212

Computed properties:
HOMO energy (alpha / beta), eV: -8.2 / -8.2
Gap between HOMO and LUMO (alpha / beta), eV: 7.52 / 7.53



[3]
Computed, not measured: a single C17H18FN5O4S molecule in a non-equilibrium geometry, with wB97M-V/def2-TZVPD.

Last column: Löwdin charge in e.
Cartesian coordinates (Å):
C (-8.1870, -1.1196, 0.7309)  -0.037
C (-6.8396, -0.5295, 0.4583)  -0.219
C (-6.5912, 0.8347, 0.5156)  -0.028
C (-5.3384, 1.3634, 0.2608)  -0.008
C (-4.2829, 0.5186, -0.0635)  -0.210
C (-4.5012, -0.8562, -0.1294)  0.058
C (-5.7627, -1.3467, 0.1299)  -0.232
F (-5.9559, -2.6835, 0.0612)  0.066
H (-3.7023, -1.5375, -0.3799)  0.124
N (-2.9854, 0.9689, -0.3274)  0.134
C (-2.5308, 2.2377, -0.3626)  -0.443
O (-3.1805, 3.2471, -0.2127)  0.081
C (-1.0165, 2.3302, -0.6620)  -0.056
H (-0.7180, 3.3720, -0.5222)  0.136
H (-0.8307, 2.0323, -1.6996)  0.138
O (-0.1969, 1.5784, 0.2330)  0.008
N (0.1999, 0.3603, -0.2224)  -0.080
C (1.4415, -0.1761, -0.1070)  -0.108
C (2.6558, 0.2627, 0.4097)  0.031
C (3.6892, -0.6359, 0.3267)  -0.250
C (3.5575, -1.9138, -0.2334)  -0.057
C (2.3609, -2.3526, -0.7454)  0.019
C (1.2821, -1.4642, -0.6851)  -0.208
N (-0.0079, -1.5788, -1.0937)  0.095
N (-0.6232, -0.5038, -0.8050)  0.050
H (2.2378, -3.3346, -1.1702)  0.120
H (4.4276, -2.5503, -0.2227)  0.113
S (5.3161, -0.1164, 0.8968)  0.655
O (6.0634, -1.2769, 1.2694)  -0.276
O (5.1419, 0.9449, 1.8394)  -0.277
N (6.0386, 0.5330, -0.4589)  -0.338
C (5.4649, 1.7691, -0.9230)  -0.104
H (6.2014, 2.3074, -1.5197)  0.095
H (4.5641, 1.6075, -1.5305)  0.090
H (5.2148, 2.3590, -0.0451)  0.082
C (6.4068, -0.4157, -1.4782)  -0.102
H (7.1995, 0.0082, -2.0950)  0.095
H (5.5594, -0.6855, -2.1222)  0.091
H (6.7816, -1.3024, -0.9737)  0.082
H (2.7869, 1.2263, 0.8722)  0.125
H (-2.3162, 0.2255, -0.5382)  0.088
H (-5.1747, 2.4263, 0.3115)  0.099
H (-7.4009, 1.5030, 0.7669)  0.114
H (-8.9057, -0.3431, 0.9764)  0.076
H (-8.5414, -1.6689, -0.1406)  0.085
H (-8.1290, -1.8249, 1.5592)  0.085

Computed properties:
HOMO energy, eV: -8.5
Gap between HOMO and LUMO, eV: 7.97
Structure (SMILES): Cc1ccc(NC(=O)COn2nnc3ccc(S(=O)(=O)N(C)C)cc32)cc1F



[4]
Computed, not measured: a single C5H8O2 molecule in a non-equilibrium geometry, with wB97M-V/def2-TZVPD.

Last column: Löwdin charge in e.
Cartesian coordinates (Å):
C (1.4617, 0.6259, 1.5976)  -0.101
C (0.0317, 0.6374, 1.1719)  -0.090
C (-0.4772, 0.6219, -1.3609)  0.058
C (-0.6051, -0.6200, -0.8824)  -0.392
O (-0.0583, -0.8845, 0.3121)  -0.069
C (-1.2870, -1.6906, -1.6835)  -0.190
O (-2.0971, -1.4371, -2.5475)  0.048
H (1.6913, -0.3729, 1.9550)  0.077
H (1.6619, 1.3728, 2.3747)  0.086
H (2.1169, 0.8581, 0.7480)  0.085
H (-0.2602, 1.6626, 0.8129)  0.117
H (-0.7390, 0.2872, 1.8305)  0.102
H (-1.1126, 1.0217, -2.1209)  0.069
H (0.4090, 1.1736, -1.0579)  0.071
H (-0.9676, -2.7363, -1.4962)  0.128

Computed properties:
HOMO energy, eV: -8.6
Gap between HOMO and LUMO, eV: 9.01
Structure (SMILES): C=C(C=O)OCC